The following is a DFT calculation (wB97M-V/def2-TZVPD) of a molecular structure, C23H26O14S2V at a distorted geometry.

```
66
Properties=species:S:1:pos:R:3:forces:R:3
O -0.73461 -0.12538 1.45418 0.599 -0.569 -0.669
V -0.20708 -0.52452 0.02641 -3.753 2.575 0.359
C 2.60525 -2.36455 -2.64724 -3.554 2.504 2.262
C 1.78037 -1.83420 -1.59121 2.579 -0.897 0.014
C 2.24928 -2.11936 -0.06912 0.466 -0.707 -1.647
O 1.68449 -1.58438 0.86518 -0.618 0.353 -0.222
C 3.37766 -3.03074 0.15055 -1.076 1.311 0.095
C 4.10530 -3.45093 -0.93255 4.587 -3.010 -0.258
C 3.71649 -3.10591 -2.37784 2.919 -3.262 -3.101
O 4.33989 -3.62347 -3.37457 -0.803 1.196 3.281
O 5.19026 -4.18208 -0.67233 -3.548 2.405 -1.170
O 0.80576 -1.06940 -1.73075 -0.205 -0.036 0.569
H 2.29892 -2.13911 -3.65805 0.159 -0.138 -0.077
H 3.74541 -3.23411 1.14543 -0.156 -0.075 0.103
C -2.45722 2.30152 -2.46341 1.756 -2.839 1.899
C -3.54561 2.05659 -3.27588 -2.791 4.397 -1.829
C -4.23609 0.71414 -3.22733 -4.112 0.323 -5.092
O -5.24487 0.50004 -4.03653 2.989 1.167 2.625
C -3.75444 -0.36159 -2.54316 3.162 -1.883 3.494
C -2.61066 -0.25211 -1.68318 -1.579 1.839 -2.556
C -1.95657 1.21832 -1.63667 -5.568 0.145 -4.746
O -1.12383 1.37653 -0.79837 5.453 -0.766 4.381
O -2.00863 -1.16055 -1.01772 1.345 0.402 0.883
O -4.07390 3.05553 -3.92915 1.357 -3.375 1.440
H -2.03594 3.29435 -2.40668 0.106 -0.018 0.042
H -4.29189 -1.28020 -2.72675 0.177 -0.230 0.298
C -2.92653 2.38657 1.84876 0.336 -0.250 -0.160
C -3.37568 3.54096 0.95676 -5.727 -0.307 0.527
O -4.61614 3.77503 0.75656 4.059 -0.989 0.769
C -2.39653 4.49636 0.41506 -0.487 0.211 -0.693
H -2.66538 2.73251 2.84888 0.726 0.575 -0.152
H -2.10240 1.87337 1.35326 0.387 0.226 0.328
H -3.59166 1.57800 2.15195 -0.911 0.354 -0.903
H -2.11606 5.14525 1.24474 0.846 -0.163 -0.059
H -2.96517 5.11800 -0.27655 0.136 0.003 -0.086
H -1.65230 3.94045 -0.15518 0.559 0.327 0.439
C -0.60016 -4.17298 4.32864 0.567 -0.646 -0.264
C 0.79154 -4.09533 3.63587 -0.979 0.235 -0.598
C 0.59422 -4.76428 2.25944 -0.898 0.172 0.163
S -0.99664 -3.95384 1.61654 0.613 -0.941 -0.168
O -1.81141 -4.98925 0.98913 0.697 1.157 0.654
O -0.69623 -2.72377 0.87542 -0.317 -1.749 0.863
C -1.59617 -3.56461 3.32603 0.612 0.838 -0.097
H -0.64923 -3.64375 5.28028 0.140 0.301 -0.163
H -0.71107 -5.22060 4.60842 -0.685 -0.156 -0.334
H 1.57875 -4.55447 4.23387 -0.002 0.131 -0.126
H 0.97322 -3.04002 3.43237 0.581 0.095 0.213
H 0.32343 -5.81714 2.33865 -0.252 -0.020 0.224
H 1.43334 -4.76583 1.56377 -0.175 0.699 -0.107
H -2.67266 -3.66586 3.46404 0.175 -0.686 -0.245
H -1.42049 -2.49281 3.41807 -0.017 0.225 -0.316
C 2.30370 4.43878 -1.13327 0.878 0.361 -0.455
C 2.49998 3.31014 -2.21495 -1.107 1.677 0.540
C 3.14322 2.19207 -1.48806 0.253 -1.039 0.171
S 2.41455 2.20825 0.18955 0.531 -2.697 0.931
O 3.56132 2.11966 1.13126 -2.275 0.345 -1.260
O 1.33091 1.16641 0.26271 2.424 2.089 -0.009
C 1.67700 3.85676 0.13448 -0.534 -0.116 -0.436
H 1.83592 5.33807 -1.53397 -0.626 -0.308 0.098
H 3.27879 4.82502 -0.83643 0.388 -0.199 -0.089
H 3.04954 3.68874 -3.07677 0.155 -0.110 0.158
H 1.51535 3.00601 -2.57005 -0.089 -0.032 -0.056
H 4.22534 2.27430 -1.38638 -0.082 0.265 0.313
H 2.95273 1.22643 -1.95640 -0.220 -0.128 0.284
H 1.86681 4.40046 1.05993 0.413 -0.169 -0.112
H 0.59453 3.75255 0.06032 0.012 -0.389 -0.166
```
Positions in Å, forces in eV/Å.

largest force on an atom: 7.3 eV Å⁻¹
expectation value of S²: 2.084
total charge: -1
2S+1: 3
frontier orbital gap (spin up / spin down): 4.871 / 3.001 eV
HOMO (spin up / spin down): -4.37 / -4.37 eV
energy: -100292.97462 eV

Mulliken atomic charge list, values in e, 4 entries: number 1, O, carries -0.27; number 2, V, carries 0.87; number 3, C, carries -0.68; number 4, C, carries 0.53

The following is a DFT calculation (wB97M-V/def2-TZVPD) of a molecular structure, C32H56LaN2O3P2 at a distorted geometry.

```
96
Properties=species:S:1:pos:R:3:forces:R:3
La 0.23252 -0.10477 -0.62303 -1.580 -0.716 4.738
C -1.93009 1.67167 -0.01915 -0.186 -0.959 -0.005
C -2.32960 0.72903 -1.01628 0.444 -0.387 0.724
C -2.07725 -0.40083 0.98305 -0.247 0.381 -0.932
C -1.84491 0.98183 1.21837 -0.032 -0.265 -0.772
C -2.39084 -0.56959 -0.40180 0.139 0.970 0.449
C -1.87032 3.14813 -0.19084 0.005 0.554 -0.034
H -1.60015 3.42751 -1.21934 -0.081 0.010 0.199
H -1.13192 3.60152 0.48667 -0.236 -0.076 -0.193
H -2.84765 3.61457 0.02826 0.340 -0.117 -0.099
C -1.79029 1.61262 2.55133 0.519 0.262 0.762
H -1.70645 2.70367 2.48264 -0.067 -0.211 0.047
H -0.92829 1.22360 3.11140 -0.412 0.334 -0.065
H -2.68721 1.37664 3.14701 0.166 0.063 -0.279
C -2.17621 -1.42784 2.04628 0.186 -0.374 0.596
H -3.15871 -1.39720 2.54662 0.230 -0.014 -0.194
H -1.40728 -1.24163 2.80985 -0.292 -0.146 -0.169
H -2.03489 -2.44110 1.65222 -0.075 0.096 0.076
C -2.81142 -1.83048 -1.06536 -0.395 -0.470 -0.334
H -3.91027 -1.87890 -1.14207 0.283 -0.090 -0.023
H -2.47982 -2.71503 -0.50637 -0.117 0.190 -0.123
H -2.40807 -1.90673 -2.08685 -0.179 -0.097 0.347
C -2.86045 1.10560 -2.34233 -0.350 0.251 -0.688
H -3.88574 1.50778 -2.25518 0.321 -0.136 -0.066
H -2.89309 0.24602 -3.01671 -0.174 0.279 0.150
H -2.24519 1.88530 -2.81094 -0.289 -0.107 0.000
C 1.58504 0.35300 -2.69153 0.101 2.450 -2.661
C 0.49698 1.19204 -2.88742 2.700 0.539 -1.487
C -0.05937 1.44423 -4.27879 -0.264 0.377 0.004
C -0.95849 0.34578 -4.90242 -0.578 0.109 -0.370
C -1.05837 -0.93351 -4.12339 0.111 -0.728 -0.797
C 0.00206 -1.72424 -3.90384 -0.369 -0.241 -0.586
C 1.33592 -1.45170 -4.54810 0.183 -0.324 -0.203
C 2.21302 -0.38857 -3.85658 0.521 -0.164 0.425
H 0.75440 1.64723 -4.99495 0.046 -0.126 0.518
H -0.59977 0.15874 -5.93145 -0.063 -0.150 0.435
H -0.64676 2.37606 -4.24944 0.269 -0.332 0.089
H 2.54317 0.32576 -4.62631 -0.113 0.067 0.372
H 2.29721 0.48894 -1.84594 -0.694 -0.091 -0.141
H 0.24608 2.00900 -2.17530 -0.032 -0.841 0.103
H 3.12899 -0.87426 -3.49280 -0.213 0.177 -0.053
H 1.90214 -2.39515 -4.58607 -0.193 0.303 0.004
H -0.10736 -2.71686 -3.45911 -0.201 0.415 -0.046
H 1.20934 -1.15407 -5.60496 -0.212 -0.129 0.457
H -1.97256 0.75259 -5.03328 0.379 -0.124 0.094
H -2.07707 -1.30608 -3.98070 0.480 0.107 0.459
P 1.96248 2.51247 0.46795 0.049 0.322 0.185
C 1.57736 3.24377 2.11161 -0.158 -0.173 0.054
H 2.45038 3.81352 2.47258 -0.364 -0.142 -0.152
H 1.32914 2.45750 2.84253 0.032 0.268 -0.200
H 0.70846 3.91581 2.01457 0.328 -0.258 0.109
C 3.72707 2.06156 0.70013 -0.023 -0.178 -0.059
H 4.28526 2.92086 1.10335 -0.122 -0.321 -0.152
H 4.15239 1.76456 -0.27026 0.022 0.085 0.301
H 3.80002 1.21143 1.39399 0.023 0.253 -0.190
C 2.14510 4.04164 -0.54205 -0.070 -0.080 -0.112
H 2.45766 3.75856 -1.55973 -0.045 0.222 0.276
H 2.89696 4.71619 -0.09600 -0.343 -0.233 -0.218
H 1.17026 4.55348 -0.60291 0.391 -0.119 0.001
P 0.69232 -3.24800 -0.56325 0.273 0.017 0.164
C -0.21859 -4.59486 -1.39279 -0.125 -0.031 -0.170
H 0.46826 -5.40900 -1.66381 -0.252 0.135 0.111
H -0.71227 -4.21668 -2.29489 0.040 -0.239 0.185
H -0.99494 -4.97069 -0.71173 0.211 0.060 -0.211
C 2.32569 -3.28622 -1.40804 0.059 -0.078 -0.079
H 2.21928 -3.04409 -2.47519 0.056 -0.159 0.275
H 2.76707 -4.28773 -1.29409 0.021 0.330 -0.145
H 2.99306 -2.54005 -0.94924 -0.133 -0.257 -0.074
C 1.12743 -4.05784 1.02300 -0.142 0.034 0.233
H 1.21332 -5.14605 0.87348 0.038 0.368 0.085
H 0.33219 -3.85220 1.75577 0.288 -0.130 -0.153
H 2.07528 -3.66172 1.41567 -0.346 -0.079 -0.131
C -0.74804 -1.94669 6.29942 -0.285 0.098 0.041
C 0.67534 -2.16335 5.81804 0.556 -0.286 -0.434
C 1.54993 -0.89152 5.61231 0.341 0.447 0.457
C 2.06406 -0.30341 6.95776 0.451 -0.161 -0.535
C 1.01864 0.18767 7.93832 -0.179 0.232 0.197
C 2.77467 -1.27928 4.77488 0.523 -0.381 -0.034
O 3.84252 -1.66688 5.21058 -1.131 0.303 -0.492
N 2.59063 -1.16200 3.37593 0.788 -0.427 -0.293
C 1.45980 -0.69719 2.73078 -1.076 0.471 0.518
O 1.43438 -0.71195 1.42944 0.177 -0.393 0.771
N 0.48445 -0.22529 3.47847 0.710 0.345 -1.360
C 0.82330 0.15355 4.75647 -0.485 1.256 1.563
O 0.54404 1.27438 5.20664 0.354 -1.843 -1.100
H -0.79035 -1.31161 7.18803 -0.114 -0.216 -0.273
H -1.18910 -2.91883 6.54695 0.031 0.179 -0.015
H -1.37393 -1.49564 5.51928 0.135 0.017 0.132
H 1.22409 -2.81359 6.51720 -0.113 0.211 -0.171
H 0.64353 -2.70034 4.85816 -0.037 -0.016 0.170
H 2.69153 -1.07064 7.43770 -0.104 0.248 -0.257
H 2.72465 0.53847 6.70307 -0.104 -0.239 0.064
H 0.55168 -0.63484 8.48715 0.038 0.180 -0.032
H 1.51253 0.83546 8.66912 -0.113 -0.120 -0.003
H 0.26301 0.78842 7.42409 0.068 -0.168 0.272
H 3.33918 -1.52152 2.79881 0.083 0.129 0.152
```
Positions in Å, forces in eV/Å.

largest force on an atom: 5.0 eV Å⁻¹
total charge: +1
2S+1: 1
frontier orbital gap: 6.295 eV
HOMO: -10.24 eV
energy: -62649.24071 eV

Mulliken atomic charge list, values in e, 4 entries: number 1, La, carries 1.12; number 2, C, carries 0.32; number 3, C, carries 0.77; number 4, C, carries 0.56

The following is a DFT calculation (wB97M-V/def2-TZVPD) of a molecular structure, C31H42Br2N11O5PV.

```
93
Properties=species:S:1:pos:R:3:forces:R:3
V -0.51135 -1.23895 1.66202 0.107 -0.233 -0.446
O 2.83614 -5.93617 -0.28815 0.026 -0.090 -0.055
C 2.20213 -4.95091 0.01024 -0.031 0.203 0.110
C 2.67082 -3.81398 0.89791 -0.007 -0.281 -0.170
O 3.77812 -3.71006 1.41430 -0.010 0.060 0.042
C 1.57154 -2.87654 0.94426 0.182 0.155 0.118
C 0.47576 -3.32240 0.17362 -0.165 0.169 -0.178
O -0.58691 -2.62655 0.04272 0.073 -0.064 0.143
C 0.81180 -4.58479 -0.49181 0.236 -0.108 0.005
O 0.17747 -5.20158 -1.32744 -0.059 0.015 -0.006
O 1.57394 -1.72795 1.53421 -0.208 0.102 0.143
N -2.91019 -3.54871 2.28077 0.005 -0.078 -0.162
C -1.73692 -3.72945 3.00139 -0.205 -0.015 0.084
N -1.52407 -4.77977 3.77647 0.080 0.118 -0.003
N -0.30008 -4.54111 4.30269 -0.101 -0.229 0.088
N 0.17252 -3.42983 3.87346 0.142 0.264 -0.121
N -0.72515 -2.86826 3.02209 -0.053 -0.037 0.024
C -3.41357 -2.28536 2.02490 -0.043 -0.080 0.211
N -4.71126 -2.00869 2.02858 0.102 0.061 -0.010
N -4.75759 -0.67754 1.82085 -0.181 -0.077 0.037
N -3.56993 -0.19613 1.71080 0.187 0.080 -0.018
N -2.66992 -1.20154 1.81316 -0.035 0.057 0.026
H -3.61994 -4.22769 2.49997 -0.006 -0.004 0.001
Br 4.73832 -0.03327 2.43192 -0.082 -0.057 0.108
C 3.92061 -1.38141 3.58295 0.073 0.091 -0.114
Br 2.74165 -0.63173 4.90160 0.085 0.034 0.060
H 4.73894 -1.86579 4.09703 -0.057 -0.068 -0.028
H 3.35160 -2.03555 2.93147 0.005 -0.004 -0.009
N 1.43641 1.28704 2.25928 0.031 0.060 -0.001
C 0.44703 1.29702 3.21319 0.267 -0.072 0.014
C 0.27395 2.38871 4.07588 -0.024 -0.131 0.016
C -0.68119 2.29702 5.06334 -0.041 0.048 0.017
C -1.44109 1.13600 5.18985 0.084 -0.012 -0.040
C -1.23504 0.13074 4.26957 -0.035 0.078 -0.079
N -0.34008 0.22085 3.27717 -0.160 0.029 -0.004
H 2.27526 1.77968 2.52407 0.007 0.025 -0.002
H 1.64835 0.36417 1.88587 -0.011 -0.051 0.015
H 0.89891 3.26351 3.95715 0.001 0.032 0.026
H -0.83823 3.13022 5.73843 0.021 -0.012 0.023
H -2.18473 1.01398 5.96288 -0.003 0.032 0.026
H -1.79120 -0.79712 4.29508 -0.060 0.052 -0.015
C 1.49067 4.82211 -1.29083 0.005 0.020 0.002
C 0.14439 4.67663 -0.56286 -0.005 0.029 0.006
C -0.11426 3.22589 -0.13917 -0.018 -0.043 0.039
C 0.43884 2.26198 -1.19844 -0.159 0.138 0.031
C 1.97469 2.34928 -1.13395 0.029 -0.087 -0.025
C 2.46861 3.76518 -0.79138 0.050 0.026 -0.027
P -0.17408 0.52901 -0.93450 -0.074 -0.259 0.231
C -1.88837 0.51980 -1.66216 -0.049 -0.020 -0.040
C -2.04177 0.79108 -3.17553 0.031 -0.051 -0.036
C -3.43611 1.31638 -3.54308 0.001 -0.006 -0.020
C -4.49106 0.62053 -2.69444 -0.027 0.000 -0.007
C -4.32082 1.02540 -1.22213 0.004 -0.008 0.001
C -2.87283 1.41208 -0.89717 0.085 0.046 0.041
C 0.79540 -0.47844 -2.17225 0.086 -0.002 -0.071
C 2.16936 -0.90611 -1.63296 0.002 0.057 -0.003
C 2.72511 -2.06954 -2.45631 0.001 -0.032 0.026
C 2.52772 -1.84836 -3.96774 0.022 -0.024 -0.028
C 2.27916 -0.37611 -4.26610 0.008 0.026 -0.037
C 0.97817 0.09239 -3.60225 -0.040 0.007 -0.023
H 1.89409 5.82859 -1.15027 0.006 -0.004 -0.009
H 1.35336 4.69240 -2.36881 -0.011 -0.010 -0.010
H -0.66752 5.02001 -1.21113 0.005 0.016 -0.012
H 0.13190 5.32167 0.32069 -0.011 0.000 0.012
H -1.17424 3.07595 0.04512 -0.040 -0.011 -0.006
H 0.38620 2.99906 0.80511 -0.007 0.027 -0.040
H 0.10011 2.60851 -2.18475 -0.002 -0.007 0.017
H 2.40421 2.03375 -2.08771 -0.014 0.010 0.001
H 2.34235 1.65102 -0.37803 0.015 0.005 -0.014
H 3.46179 3.91937 -1.22095 0.003 0.012 0.023
H 2.58158 3.87015 0.29165 -0.017 -0.003 0.026
H -2.18363 -0.51970 -1.46492 -0.010 0.011 0.022
H -1.87869 -0.14494 -3.71450 0.034 0.015 -0.016
H -1.28530 1.49393 -3.53256 -0.027 0.028 0.025
H -3.61128 1.16839 -4.61284 -0.010 -0.016 0.004
H -3.49190 2.39540 -3.36597 -0.003 0.019 -0.011
H -4.37055 -0.46190 -2.80005 0.006 -0.010 -0.019
H -5.50008 0.85615 -3.04423 0.012 -0.013 0.010
H -4.62620 0.21594 -0.56003 -0.020 0.014 -0.012
H -4.97338 1.87336 -0.99399 0.002 0.014 0.014
H -2.72497 1.33554 0.18126 -0.009 0.015 -0.050
H -2.69734 2.45265 -1.19027 0.002 0.029 0.004
H 0.19535 -1.39631 -2.22510 -0.024 0.023 0.013
H 2.10577 -1.17232 -0.58273 0.019 -0.016 0.044
H 2.86440 -0.06563 -1.68925 -0.004 -0.022 0.002
H 2.22898 -2.99324 -2.15775 0.005 -0.027 0.017
H 3.78508 -2.19837 -2.22458 0.005 0.006 0.019
H 1.66700 -2.42594 -4.31852 -0.014 0.010 -0.003
H 3.39381 -2.21631 -4.52404 -0.023 -0.008 -0.008
H 2.21546 -0.19954 -5.34457 0.007 0.001 0.008
H 3.12677 0.21635 -3.90726 0.012 0.005 0.011
H 0.14686 -0.22865 -4.23042 0.028 0.007 0.003
H 0.95434 1.18537 -3.59905 -0.004 0.000 -0.006
```
Positions in Å, forces in eV/Å.

largest force on an atom: 0.5 eV Å⁻¹
expectation value of S²: 3.758
relative energy (zero: lowest compared OMol25 entry of this formula, charge and spin): 16.46 kcal/mol
total charge: -2
2S+1: 4
frontier orbital gap (spin up / spin down): 5.453 / 5.971 eV
HOMO (spin up / spin down): -1.64 / -2.16 eV
energy: -234523.50183 eV

Mulliken atomic charge list, values in e, 4 entries: number 1, V, carries 0.97; number 2, O, carries -0.69; number 3, C, carries 0.36; number 4, C, carries 0.14